110
Properties=species:S:1:pos:R:3:forces:R:3:lowdin_charge:R:1 method="wB97M-V/def2-TZVPD" total_energy_ha=-7525.4828 total_charge=-1 homo_ev=-8.25 e_lumo_ev=1.70 homo_lumo_gap_ev=9.95
As -0.92312 -0.55923 -0.08716 1.1 0.3 -1.3 0.888
S -2.70663 6.70581 1.82978 0.1 0.2 1.3 0.663
S 4.41529 2.88184 4.45644 -0.5 0.4 -0.5 0.730
S -5.55679 -1.84264 6.30197 2.2 -0.2 -1.2 0.703
S 8.11431 -1.99065 -0.93734 0.4 2.2 2.6 0.730
S -7.47007 -1.39543 -4.09007 1.0 -0.3 0.4 0.714
S 3.43773 3.44302 -5.37701 -1.4 -2.1 1.1 0.719
F -0.38929 -1.57775 -1.49704 -1.1 0.8 1.4 -0.324
F 0.65464 0.30112 -0.35469 -1.5 -0.6 0.6 -0.330
F -0.14125 -1.70668 1.03005 -0.7 0.9 -0.9 -0.297
F -2.47479 -1.40730 0.08953 1.1 0.5 -0.3 -0.301
F -1.70475 0.64105 -1.22358 0.7 -1.4 1.2 -0.333
F -1.32073 0.49022 1.28152 0.2 -0.5 -0.8 -0.302
O -6.67817 -2.86928 -3.85558 -2.0 1.6 0.4 -0.258
O -2.56164 7.15483 0.46239 -0.3 -0.5 1.1 -0.297
O 1.49615 -8.23248 -1.54016 -0.4 0.2 1.6 -0.151
O 3.22970 3.90876 5.16337 1.7 -1.5 -1.0 -0.268
O -4.22185 6.08737 2.06956 1.9 0.7 0.2 -0.284
O -4.97434 -2.73561 7.34620 -2.5 2.2 -2.3 -0.313
O -8.83636 -1.50563 -3.54361 3.1 0.0 -1.3 -0.306
O -5.73806 -0.40371 6.48661 -0.2 -2.0 0.5 -0.317
O 5.56578 2.78295 5.37253 -2.1 0.4 -1.7 -0.318
O -2.46648 7.64189 2.93925 -0.8 -1.7 -2.0 -0.313
O 9.19666 -1.76856 -2.13529 -1.0 -1.8 1.3 -0.283
O 8.05788 -3.42179 -0.61483 0.2 2.7 -1.0 -0.306
O 4.58031 3.26485 3.03437 -0.1 -0.6 3.2 -0.319
O -6.93997 -2.46235 5.64344 1.2 -0.4 1.4 -0.274
O 3.15988 4.07124 -6.65979 1.0 -0.5 1.8 -0.311
O -7.18398 -0.99018 -5.46554 -1.0 -0.5 1.7 -0.317
O 3.04774 4.59786 -4.21610 1.4 -2.0 -1.4 -0.277
O 8.48379 -0.98650 0.16819 -1.4 -3.3 -3.7 -0.355
O 4.68558 2.67923 -5.07254 -2.6 2.4 -0.7 -0.339
C 3.54380 5.55457 -2.11417 -1.1 -0.6 -0.3 -0.068
C 9.44450 -0.48061 -2.66254 -0.5 0.4 -0.8 -0.311
C 2.52715 5.65178 6.63867 -0.2 -0.6 -0.1 -0.074
C 1.54019 -9.28818 -3.55231 0.3 0.0 -0.2 -0.188
C -6.37565 -0.36122 -3.00744 -0.7 0.0 -0.4 -0.106
C -1.65993 5.22538 2.10754 -0.2 0.5 0.3 -0.107
C -4.77477 -4.27094 -4.10031 0.0 -1.6 0.1 -0.079
C -4.63018 4.92626 1.32168 -0.8 -0.5 0.1 -0.257
C -9.08012 -2.31987 4.55635 0.6 0.3 1.7 -0.062
C 1.42401 -7.75864 -3.77817 -1.1 -0.4 -1.5 -0.155
C -5.34065 -2.92983 -4.32051 0.7 1.0 -0.8 -0.339
C -4.41676 -2.01472 4.83313 -0.8 -0.1 1.6 -0.091
C 3.71354 5.00916 5.90758 -0.2 1.6 1.3 -0.317
C -5.44241 3.99358 2.28373 0.2 0.4 -1.0 -0.050
C 1.96042 2.24491 -5.05325 1.4 0.5 -0.2 -0.084
C 2.14596 -9.31928 -2.20111 -0.2 0.3 0.3 -0.242
C 3.31500 4.23072 -2.83965 0.4 0.6 0.9 -0.287
C 1.20539 -7.09640 -2.40291 1.5 -1.9 -0.7 -0.147
C 10.92532 -0.33234 -2.89961 -0.3 0.3 0.6 -0.061
C 6.49685 -1.42091 -1.74793 0.8 -0.7 0.0 -0.089
C -7.64157 -1.73042 4.65011 -1.8 0.5 -1.3 -0.290
C 3.40581 1.33034 4.51442 0.6 1.4 -0.1 -0.093
H 6.37151 -1.81890 -2.75491 0.6 -0.4 0.1 0.063
H -4.84514 3.51560 3.06019 0.2 0.5 0.1 0.072
H 3.23252 -9.23421 -2.21696 0.2 0.5 0.0 0.116
H -7.27130 -1.83899 3.63069 1.0 -0.1 0.2 0.111
H 2.08356 1.62629 -4.16430 0.4 0.5 0.2 0.059
H -9.78460 -1.84309 3.87482 0.6 0.0 -0.4 0.077
H 1.96234 1.52790 -5.87421 -0.1 0.4 -0.3 0.055
H 4.44561 4.76071 6.67598 0.1 -0.6 -0.2 0.109
H 4.17536 5.80223 5.31946 0.0 -0.3 -0.7 0.117
H 4.38918 6.13562 -2.48271 0.1 -0.3 0.2 0.081
H -6.28978 -0.80568 -2.01589 -0.2 0.0 -0.2 0.075
H 0.59789 -9.83241 -3.48912 -0.4 0.5 -0.1 0.110
H 0.21161 -6.66456 -2.28451 -0.1 -0.6 0.4 0.115
H 2.13883 4.97427 7.39912 0.0 -0.1 0.0 0.073
H -9.01232 -3.39980 4.42503 -0.1 0.1 -0.3 0.077
H -4.22099 -3.08315 4.74241 0.0 0.2 -0.2 0.066
H -3.82176 4.39927 0.81487 0.4 0.0 0.5 0.107
H 11.03420 0.57394 -3.49534 0.4 0.0 0.1 0.082
H 1.94537 -10.28744 -1.74228 -0.3 0.3 0.7 0.118
H 2.47826 3.70752 -2.37679 -0.5 0.2 -0.4 0.118
H -5.30372 -2.60594 -5.36062 -0.1 -0.2 -0.1 0.117
H 2.27215 -7.40195 -4.36257 0.1 0.2 0.3 0.106
H -6.28127 4.53586 2.72002 0.2 0.1 0.1 0.073
H 4.14532 3.55087 -2.64861 0.4 0.1 -0.9 0.112
H -7.67298 -0.66666 4.88574 0.1 -0.1 0.2 0.113
H 8.99643 0.28644 -2.03089 0.4 0.1 0.3 0.116
H 11.39874 -0.24656 -1.92154 0.3 0.2 -0.2 0.084
H -0.73643 5.56606 2.57572 0.0 0.3 -0.3 0.065
H 3.55701 5.30564 -1.05306 0.4 0.4 0.1 0.082
H 3.05817 1.19778 5.53896 0.3 -0.1 -0.1 0.067
H -4.64887 -2.27320 -3.79290 -0.4 0.5 0.3 0.113
H 0.53258 -7.64537 -4.39512 0.1 0.5 -0.2 0.098
H 8.91126 -0.40879 -3.61048 -0.1 -0.1 -0.2 0.118
H -6.77148 0.65331 -2.96097 -0.4 -0.2 0.1 0.065
H 11.36858 -1.18671 -3.41116 -0.3 0.0 -0.1 0.083
H 6.46703 -0.33928 -1.87945 0.2 -0.1 0.7 0.061
H 1.71049 5.85522 5.94600 0.1 0.2 0.0 0.074
H -2.12492 4.59250 2.86342 -0.3 0.0 -0.3 0.070
H -9.51221 -2.13839 5.54046 -0.2 -0.3 0.2 0.071
H 1.91325 -6.29794 -2.18042 0.2 0.0 -0.1 0.112
H 2.56703 1.46035 3.83058 0.1 0.1 0.0 0.071
H 5.67350 -1.84061 -1.16997 0.2 0.4 0.3 0.066
H 4.08416 0.56215 4.14319 -0.1 0.0 0.2 0.070
H -3.86156 -4.35786 -4.68903 0.2 0.0 0.3 0.089
H -5.39363 -0.24092 -3.46489 -0.2 -0.5 -0.1 0.062
H 1.04667 2.83416 -4.97603 0.2 0.0 -0.3 0.063
H -4.59254 -4.43751 -3.03864 0.3 0.1 0.0 0.087
H 2.80526 6.56526 7.16432 0.2 0.0 -0.2 0.076
H -5.20092 5.32302 0.48207 -0.5 -0.2 0.2 0.116
H 2.64016 6.13141 -2.31115 0.0 0.3 0.2 0.077
H -5.41501 -5.10003 -4.40167 -0.2 0.2 -0.3 0.082
H -5.87418 3.15133 1.74308 0.0 0.1 -0.4 0.071
H -3.52851 -1.47433 5.16038 0.0 -0.1 -0.2 0.067
H -4.86632 -1.57093 3.94485 0.1 -0.1 0.2 0.060
H 2.13347 -9.88165 -4.24794 0.2 0.5 -0.4 0.110
H -1.44063 4.68849 1.18463 -0.2 0.1 0.1 0.072


24
Properties=species:S:1:pos:R:3:forces:R:3:nbo_charge:R:1 method="wB97M-V/def2-TZVPD" total_energy_ha=-588.3779 total_charge=+1 homo_ev=-13.32 e_lumo_ev=-2.96 homo_lumo_gap_ev=10.36
O -1.25438 -0.67588 2.14915 -0.2 -0.4 0.0 -0.609
O -1.34149 2.23077 0.18600 -0.1 -1.1 1.8 -0.647
N 0.25910 -1.26578 3.77470 -0.4 0.9 -1.5 -0.762
N -0.99341 1.46909 -1.98678 1.1 1.4 1.7 -0.583
N -1.36662 0.01978 -0.38835 -0.5 -0.2 2.3 -0.565
C 2.89115 -0.25565 -0.16704 1.3 2.4 2.0 -0.692
C -1.22674 -0.79097 -1.58446 2.4 1.6 1.8 -0.213
C -1.18572 1.28394 -0.68340 -1.0 -0.8 0.0 0.794
C 1.03714 -0.68305 1.62835 0.6 1.1 -0.4 -0.200
C 1.94952 -0.23575 0.96148 -0.8 -2.5 -0.2 0.137
C -0.09670 -0.87314 2.50892 1.1 -0.3 1.1 0.644
C -0.92969 0.23072 -2.69465 1.8 -2.1 0.0 -0.229
H -1.74458 0.26605 -3.33576 -1.0 -0.5 -1.9 0.223
H 2.33613 0.19018 -0.95078 -0.1 0.3 -1.3 0.231
H -0.98885 2.43668 -2.22316 0.2 0.2 -1.4 0.425
H 0.05325 -0.16728 -3.14470 -1.4 1.7 0.2 0.230
H -0.45391 -1.45211 -1.23965 1.0 -0.6 -1.1 0.208
H 3.73426 0.45196 0.11768 -0.7 -0.9 -0.7 0.253
H 1.26220 -1.19488 3.98248 -1.0 -0.1 0.3 0.423
H 3.29936 -1.21801 -0.41315 -0.1 -0.5 0.1 0.263
H -1.40476 -0.51577 0.64044 0.1 2.2 -1.5 0.485
H -1.31108 3.18109 0.12995 0.3 0.3 -1.1 0.547
H -0.48452 -1.05932 4.43198 0.5 -0.4 0.5 0.422
H -2.03965 -1.37267 -1.69928 -3.0 -1.7 -0.8 0.215


12
Properties=species:S:1:pos:R:3:forces:R:3:nbo_charge:R:1 method="wB97M-V/def2-TZVPD" total_energy_ha=-741.4827 homo_ev=-9.48 smiles="C=C(C=O)C(=S)C=O" e_lumo_ev=-2.00 homo_lumo_gap_ev=7.48
S 1.37588 -0.40344 -1.79220 -1.6 1.0 4.2 0.071
O 0.85800 0.37452 2.19770 0.8 -1.8 -3.8 -0.475
O -1.75655 -1.27574 1.22984 -0.2 1.5 -1.7 -0.492
C 1.28238 -0.16228 1.14570 -1.8 2.6 1.9 0.365
C -1.94631 -0.26315 0.57217 1.0 0.3 1.8 0.421
C -0.82410 0.45158 -0.26908 -0.2 -0.6 0.5 -0.234
C 0.58592 -0.00392 -0.27024 1.3 -1.9 -1.8 -0.113
C -1.07282 1.58437 -0.91346 1.1 1.3 -0.5 -0.259
H 2.25675 -0.61100 1.16252 0.6 -0.7 -0.3 0.152
H -2.90911 0.34330 0.76555 1.1 -0.7 -0.9 0.137
H -0.32000 2.22927 -1.47896 -0.9 -1.4 0.9 0.227
H -2.00375 2.06378 -0.78489 -1.2 0.3 -0.1 0.200


110
Properties=species:S:1:pos:R:3:forces:R:3:lowdin_charge:R:1 method="wB97M-V/def2-TZVPD" total_energy_ha=-3938.4971 total_charge=-1 homo_ev=-4.94 e_lumo_ev=0.58 homo_lumo_gap_ev=5.52
I -9.19440 -0.24953 2.79212 1.1 0.0 0.1 0.633
S 0.86220 2.07112 -2.56771 1.2 -3.3 1.4 0.585
S 0.75388 5.77538 0.24454 -3.0 -0.1 1.9 0.625
S -1.01430 5.79160 2.90433 0.3 -1.0 -1.5 0.754
S 1.26583 -0.99041 -2.86772 -0.8 0.2 0.8 0.755
O -2.35860 0.73411 3.92621 0.4 1.4 -2.9 -0.058
O -6.72619 -1.99929 3.17827 -2.2 9.0 -0.8 -0.117
O -4.03063 -0.88629 4.12931 -0.2 1.8 -2.1 -0.056
N -3.68913 4.79855 -1.43704 4.0 2.7 4.2 -0.034
N -1.98730 5.54463 0.15585 -1.2 0.9 0.2 -0.211
N 1.81923 0.65470 -0.38116 0.0 -1.8 -2.0 -0.226
C -3.04183 6.62775 0.30945 -2.6 -4.3 -4.5 -0.038
C 0.92310 -5.11420 -5.96696 0.1 0.0 -0.2 -0.088
C -4.16084 6.09716 -0.76992 4.7 -1.1 2.1 -0.107
C 4.90549 -2.69112 -4.97456 0.1 0.2 -0.2 -0.099
C -2.46572 -0.58432 6.29133 1.7 -1.6 0.6 -0.093
C 0.63595 -6.11248 -6.89819 0.1 0.1 0.0 -0.100
C -1.24079 3.99467 3.51043 -0.1 -1.2 1.3 -0.429
C 1.70271 -0.34319 7.62031 -1.2 -0.8 -3.1 -0.099
C 1.36024 0.57838 -1.84541 -0.9 3.0 0.5 -0.936
C -0.99383 -2.67111 -1.93188 -1.0 0.0 0.4 -0.303
C 5.10840 -0.86213 -7.07159 0.0 -0.2 0.1 -0.099
C -7.03572 -0.69587 3.07576 3.5 -6.9 0.9 -0.646
C 2.57778 -0.81080 6.28329 -5.3 0.1 -0.3 -0.107
C -2.81098 3.61750 3.79975 -0.5 0.6 -0.7 -0.219
C 1.99273 -4.24596 -6.18337 -0.1 -0.1 -0.1 -0.079
C 3.93954 -1.69644 -5.12879 0.3 0.0 -0.1 -0.130
C 3.88367 1.87776 2.03473 0.9 0.2 0.1 -0.252
C 1.68111 -1.21720 4.95219 -2.0 1.1 3.2 -0.090
C 1.00984 -0.29142 0.47564 -1.9 0.1 0.4 -0.181
C 6.07146 -1.86027 -6.92069 -0.1 0.0 0.1 -0.106
C -1.20779 1.29403 0.80705 0.7 -0.7 -1.3 -0.174
C 3.89748 0.43029 1.26820 0.9 -0.1 0.1 -0.192
C 2.48781 -5.37252 -8.26212 -0.1 0.0 0.2 -0.095
C -2.31113 4.47369 -0.87123 -4.5 4.2 0.4 -0.072
C 0.14607 0.64402 1.54300 -0.6 -0.8 0.3 -0.126
C 0.03376 -0.23839 7.61622 2.4 -1.4 -3.2 -0.038
C -3.18975 1.09314 2.72906 -0.1 -1.5 0.7 -0.293
C 1.41582 -6.23836 -8.04749 0.0 0.1 0.1 -0.104
C -0.56375 -1.51584 -3.01838 -1.5 0.6 1.3 -0.441
C -1.91046 -3.89423 -2.58885 0.3 -0.4 1.0 -0.145
C -0.82842 -0.65552 6.25580 3.7 -0.1 1.1 -0.117
C 5.96865 -2.77520 -5.87322 -0.1 0.1 0.0 -0.103
C -0.75195 5.70770 1.03723 0.9 -1.0 -1.9 -0.968
C 4.04026 -0.78382 -6.17843 0.1 -0.1 0.0 -0.080
C -5.94974 0.53318 3.14399 0.1 0.7 -0.1 -0.128
C -2.60643 0.56934 1.26001 0.6 0.5 1.1 -0.115
C 0.04282 -1.15905 4.96008 1.6 1.0 2.8 -0.024
C 3.31040 0.43974 -0.26062 1.6 -0.4 -0.5 -0.216
C -3.51166 2.69540 2.60687 -0.1 1.3 0.6 -0.092
C -4.40084 0.01955 2.99195 -1.3 -2.7 -0.2 -0.232
C 3.24898 3.12032 1.17615 -1.1 0.3 1.5 -0.166
C 2.77831 -4.37772 -7.32806 -0.1 -0.1 0.0 -0.078
B -3.16930 0.02487 4.93615 -0.9 0.1 -0.3 -0.826
H 2.35676 -0.08913 8.57808 -1.8 -0.5 -2.1 0.062
H -1.17316 -0.53593 -2.71510 1.3 -2.1 -1.1 0.090
H 0.81625 1.46949 2.05559 -1.3 -1.8 -1.2 0.102
H -3.50560 0.74138 0.49436 2.1 -0.3 1.5 0.140
H 3.10879 -1.63298 -4.43089 0.3 0.0 -0.2 0.003
H -2.91892 3.14477 4.86528 0.2 0.7 -2.2 0.117
H 6.90129 -1.92447 -7.61953 -0.1 0.0 0.1 0.097
H 5.01056 2.18419 2.28365 -2.4 -0.7 -0.5 0.106
H -2.87618 0.02420 7.21419 1.3 -1.3 -1.7 0.102
H 2.07930 2.93087 1.03191 2.7 0.4 -0.1 0.054
H -6.03774 1.12381 4.16600 -0.1 -1.4 -2.0 0.141
H 2.21480 -3.46645 -5.45885 -0.1 -0.2 -0.2 0.075
H 5.19023 -0.14675 -7.88538 0.0 -0.1 0.1 0.098
H -1.70471 -2.16193 -1.12009 1.8 -1.0 -1.7 0.105
H 6.71836 -3.55398 -5.75673 -0.1 0.1 0.0 0.100
H -0.69508 3.97283 4.57186 -1.0 0.3 -2.4 0.103
H -3.40749 4.65131 3.77163 1.3 -2.2 0.2 0.101
H -5.18450 6.61562 -1.00666 2.4 -1.4 0.4 0.083
H -2.94468 -3.93586 -2.00716 2.1 0.1 -1.6 0.081
H 3.77617 3.34080 0.15490 -1.0 -0.6 2.0 0.079
H -0.57367 -1.49020 4.00291 1.5 0.8 2.3 0.097
H -1.64986 3.55408 -1.19618 -1.4 2.3 1.0 0.106
H 5.04474 0.11121 1.18194 -2.5 0.5 0.0 0.118
H -3.05964 7.59165 0.99045 0.5 -2.6 -1.5 0.114
H 3.09690 -5.47224 -9.15665 -0.1 0.0 0.1 0.098
H -6.21412 1.28643 2.25648 0.4 -1.7 1.9 0.122
H 3.37359 1.70206 3.08737 0.8 0.7 -2.3 0.110
H -4.67100 2.96368 2.65610 2.4 -0.9 -0.1 0.114
H -1.20765 2.46397 0.87185 -0.2 -2.3 0.1 0.070
H -0.66117 3.23412 2.83682 -1.2 1.5 1.2 0.075
H 4.82872 -3.40067 -4.15540 0.0 0.1 -0.1 0.108
H -2.06998 -3.77963 -3.75101 0.3 -0.3 2.4 0.070
H 3.28605 -0.01033 -6.29999 0.1 -0.1 0.1 0.107
H 3.74931 -0.86339 6.24417 -2.6 0.1 0.2 0.061
H -4.43346 -0.73012 2.09135 0.0 1.6 1.4 0.139
H -2.84312 -1.71040 6.41253 0.8 2.3 -0.2 0.125
H 1.61770 -1.15066 0.98625 -0.9 1.8 -0.9 0.122
H -1.06198 1.03674 -0.34976 -0.4 0.7 2.3 0.082
H -1.36825 -4.92272 -2.32214 -1.2 2.2 -0.9 0.079
H 0.18261 -0.83296 -0.19294 1.8 1.1 1.3 0.102
H -0.07656 -3.11648 -1.35789 -1.7 0.9 -1.3 0.098
H -0.52610 0.10787 8.60673 1.4 -0.8 -2.4 0.080
H -3.13624 3.18704 1.58564 -0.8 -1.4 2.0 0.102
H 3.31144 4.08091 1.87912 0.0 -1.9 -1.7 0.081
H 3.40680 -0.36587 1.98412 0.8 1.5 -1.7 0.089
H 1.18858 -7.01252 -8.77632 0.0 0.1 0.1 0.097
H 3.89449 1.29624 -0.85274 -1.5 -1.8 1.2 0.131
H -2.37691 -0.57739 1.38226 -0.6 2.1 -0.4 0.129
H 3.61579 -3.70532 -7.49309 -0.1 0.0 0.1 0.092
H -0.84498 -1.87762 -4.09858 1.0 1.0 2.0 0.087
H 0.31318 -5.01337 -5.07305 0.1 0.0 -0.1 0.092
H -0.24865 -0.07076 2.38122 0.8 1.5 -1.4 0.082
H 2.20691 -1.56053 3.96169 -1.1 0.7 2.2 0.054
H -0.19571 -6.79070 -6.72861 0.1 0.1 0.0 0.098
H -3.94697 0.79125 5.37683 -1.0 1.5 0.7 0.085
H 3.61279 -0.58114 -0.80042 -0.5 1.9 1.2 0.123